This record from the Open Molecules 2025 dataset describes an isolated molecule of C10H16N2O5 in a non-equilibrium geometry. The level of theory is the ωB97M-V functional and the def2-TZVPD basis.

Atoms and positions in Å:
N  0.03111  2.69828  1.09212
C  -0.28832  1.35165  0.82804
C  -1.33077  1.19002  -0.38935
C  -2.61248  1.63388  0.20286
C  -2.97437  3.04085  -0.01232
O  -4.28323  3.42629  0.00776
O  -1.86144  3.95304  -0.29081
C  0.65535  0.59287  0.11340
O  1.46044  1.06156  -0.65375
N  0.57172  -0.75211  0.00620
C  -0.30750  -1.62790  1.04050
C  0.29832  -2.86569  0.53008
C  1.91390  -2.57709  0.42696
C  1.92215  -1.39189  -0.47384
C  1.94186  -1.64155  -1.98211
O  0.92562  -1.71487  -2.62203
O  3.28680  -1.98725  -2.46541
H  0.87018  2.70380  1.73530
H  0.59238  2.98740  0.29226
H  -0.81830  0.97011  1.69592
H  -0.88171  1.51468  -1.49873
H  -1.49019  0.10374  -0.59870
H  -3.35600  1.13582  -0.35750
H  -2.91938  1.28406  1.25859
H  -1.20233  3.63551  0.39561
H  -0.22138  -1.71121  2.03288
H  -1.42823  -1.30641  0.88609
H  0.07001  -3.18921  -0.49923
H  0.47896  -3.88127  0.98796
H  2.58286  -3.50201  0.16940
H  2.35384  -2.16456  1.49303
H  2.76582  -0.83015  0.05916
H  3.25431  -2.14037  -3.41033

Forces on atoms 1 to 6 (eV/Å):
2.93 1.31 0.59
-2.74 -0.33 -0.82
1.01 -0.84 -0.79
-1.92 0.18 0.13
-5.59 5.32 -0.28
8.49 -2.02 -0.34

Calculated values
E_LUMO: 0.0094 hartree
E_HOMO: -9.73 eV
SMILES: N[C@@H](CCC(=O)O)C(=O)N1CCC[C@H]1C(=O)O
Kohn-Sham gap: 9.991 eV

Here are the Mulliken charges for atoms 1 to 6, given in e: atom 1 (N): -0.863, atom 2 (C): 0.253, atom 3 (C): -0.939, atom 4 (C): -0.442, atom 5 (C): 0.324, atom 6 (O): -0.599

This record from the Open Molecules 2025 dataset describes a cluster of 9 separate species, C40H80N2O18 in total in a non-equilibrium geometry. The level of theory is the ωB97M-V functional and the def2-TZVPD basis.

Atoms and positions in Å:
O  -1.28871  -2.49778  1.88540
N  -0.97043  -1.49544  2.49289
O  -1.61774  -0.46819  2.53204
C  0.33270  -1.35620  3.23996
C  1.11136  -2.50327  3.44940
C  2.39627  -2.41921  3.99307
C  2.81390  -1.20098  4.46175
C  1.99667  -0.09081  4.38695
C  0.73083  -0.15712  3.79852
H  0.78753  -3.44468  3.06717
H  3.07573  -3.28293  4.01776
H  3.79460  -1.06625  4.86451
H  2.43300  0.82019  4.80277
H  0.16043  0.75708  3.76017
O  2.37294  2.38360  -0.32921
N  1.92039  1.29637  -0.04584
O  2.46739  0.56986  0.76880
C  0.56706  0.95606  -0.70667
C  -0.05151  1.88120  -1.52876
C  -1.31900  1.58029  -2.01589
C  -2.00115  0.43771  -1.61167
C  -1.36788  -0.47614  -0.73328
C  -0.05317  -0.21427  -0.29156
H  0.41338  2.78052  -1.86037
H  -1.85532  2.17695  -2.74082
H  -2.98698  0.23629  -2.01567
H  -1.85664  -1.42104  -0.51165
H  0.46666  -0.93258  0.32048
C  0.73138  1.74580  -6.60564
O  -0.65804  1.79400  -6.43122
C  -1.06342  0.78612  -5.52855
C  -2.56503  0.81661  -5.47540
O  -2.98835  1.89618  -4.67669
C  -4.29089  2.25286  -4.97088
H  1.36383  2.09217  -5.76952
H  0.98962  2.39155  -7.44184
H  1.12319  0.73271  -6.83273
H  -0.76779  0.94478  -4.50192
H  -0.67455  -0.20798  -5.71100
H  -3.02320  -0.08437  -5.03250
H  -2.91703  1.06832  -6.48059
H  -4.94395  1.44858  -4.65113
H  -4.41498  2.50855  -6.02634
H  -4.47529  3.16943  -4.37787
C  4.79244  1.97018  3.14327
O  4.23608  2.62103  4.29160
C  5.13345  2.69325  5.39569
C  5.34746  1.38402  6.17558
O  4.18584  0.84540  6.76809
C  3.65343  1.67818  7.76882
H  5.00780  0.93987  3.31226
H  5.65009  2.52497  2.74411
H  4.06483  1.87551  2.34679
H  4.62707  3.48290  5.96322
H  6.06571  3.16429  5.05257
H  6.11485  1.58912  6.94294
H  5.72651  0.73555  5.38002
H  4.47293  2.16407  8.26608
H  3.14368  1.06085  8.51367
H  2.91567  2.37369  7.34933
C  5.85666  -2.08430  -1.02562
O  4.62652  -2.82198  -1.13471
C  3.69920  -2.36126  -0.14154
C  2.40349  -3.16371  -0.28142
O  1.70024  -2.74560  -1.48449
C  0.53145  -3.50791  -1.62816
H  5.77485  -1.11379  -1.51894
H  6.62170  -2.64686  -1.54648
H  6.14747  -2.05501  0.02909
H  3.34997  -1.32196  -0.27346
H  4.05263  -2.41982  0.88883
H  1.77058  -2.97044  0.57939
H  2.72236  -4.21626  -0.38681
H  0.03871  -3.33851  -2.57847
H  -0.18997  -3.41494  -0.79071
H  0.91500  -4.52533  -1.73786
C  2.44079  -0.01323  -3.56927
O  2.81766  1.37799  -3.59631
C  4.05689  1.63019  -3.00575
C  5.18169  1.30549  -3.93468
O  5.56650  -0.04201  -3.81533
C  6.71635  -0.36562  -4.49732
H  2.46119  -0.30926  -2.51123
H  3.11412  -0.59346  -4.19841
H  1.40894  -0.10273  -3.92027
H  4.28380  1.08323  -2.11428
H  4.12239  2.68454  -2.77310
H  6.00257  1.99615  -3.65631
H  4.92609  1.57321  -4.95841
H  7.55087  0.25183  -4.11426
H  6.68866  -0.19188  -5.57277
H  6.97949  -1.40830  -4.31487
C  -5.68213  1.37000  1.60079
O  -5.94522  -0.03291  1.59476
C  -4.92236  -0.73357  2.24692
C  -5.33326  -2.21383  2.23460
O  -6.14669  -2.56088  3.30185
C  -6.30954  -3.96946  3.36284
H  -6.49958  1.92796  1.13623
H  -4.73631  1.55725  1.04781
H  -5.56803  1.68395  2.67296
H  -4.89216  -0.37602  3.28725
H  -3.94159  -0.54258  1.79880
H  -4.51425  -2.92638  2.34604
H  -5.82290  -2.32606  1.25074
H  -5.35533  -4.48094  3.56753
H  -6.87791  -4.32809  2.50030
H  -6.96230  -4.10732  4.22646
C  -6.18675  -1.00191  -1.75916
O  -6.70028  -1.86576  -2.77083
C  -5.76121  -2.83102  -3.17039
C  -5.40750  -3.89474  -2.17546
O  -4.24546  -3.54089  -1.43257
C  -4.16551  -4.37194  -0.27838
H  -6.03374  -1.53264  -0.82206
H  -7.01079  -0.30687  -1.58083
H  -5.30234  -0.46946  -2.13055
H  -4.85026  -2.27954  -3.52894
H  -6.19337  -3.36126  -4.00310
H  -5.26063  -4.84043  -2.69964
H  -6.31468  -4.04571  -1.57344
H  -5.09483  -4.37278  0.30483
H  -3.34831  -4.00542  0.34592
H  -4.03075  -5.42255  -0.45995
C  1.23666  3.31579  3.44979
O  -0.16713  3.41507  3.27363
C  -0.45193  2.84151  1.99486
C  -1.81214  3.39267  1.55092
O  -1.86487  4.70256  1.11938
C  -1.23324  4.93560  -0.13334
H  1.44662  3.42634  4.51113
H  1.67340  4.13286  2.86371
H  1.63928  2.34703  3.17508
H  -0.49230  1.75205  1.96560
H  0.25755  3.08422  1.22245
H  -2.47557  3.35886  2.42805
H  -2.30469  2.81675  0.78243
H  -1.67757  4.30775  -0.90590
H  -0.14416  4.96686  -0.12376
H  -1.58846  5.92990  -0.38191

Forces on atoms 1 to 6 (eV/Å):
0.48 -0.08 0.34
0.74 1.35 0.81
-0.59 -0.19 -0.29
0.28 -1.80 0.52
0.43 0.29 -0.78
-0.53 -0.57 -0.26

Calculated values
E_LUMO: -0.0215 hartree
E_HOMO: -9.43 eV
SMILES: O=[N+]([O-])c1ccccc1.O=[N+]([O-])c1ccccc1.COCCOC.COCCOC.COCCOC.COCCOC.COCCOC.COCCOC.COCCOC
Kohn-Sham gap: 8.848 eV

Here are the Mulliken charges for atoms 1 to 6, given in e: atom 1 (O): -0.655, atom 2 (N): 1.173, atom 3 (O): -0.522, atom 4 (C): 0.282, atom 5 (C): -0.533, atom 6 (C): -0.646

This record from the Open Molecules 2025 dataset describes a cluster of 18 separate species, C3H41O18 in total in a non-equilibrium geometry. The level of theory is the ωB97M-V functional and the def2-TZVPD basis.

Atoms and positions in Å:
C  1.10685  0.01452  -1.34505
C  0.41185  0.10352  -0.00305
C  1.12385  0.97352  1.06995
O  -0.77615  0.82352  -0.16105
H  2.22185  -0.17948  -1.24105
H  0.92185  0.98752  -1.74205
H  0.66185  -0.62348  -2.05505
H  0.24185  -0.90348  0.42495
H  1.66585  1.86252  0.83495
H  1.75985  0.33752  1.59495
H  0.38785  1.31352  1.80595
O  1.80985  2.85152  -3.39405
H  0.98985  3.30652  -3.60205
H  1.71885  1.97752  -3.74605
O  -1.55415  -0.56948  2.25395
H  -0.94715  -0.17848  1.59895
H  -1.37415  -1.50748  2.38495
O  -2.14215  -1.45648  -0.93905
H  -1.70015  -0.64548  -0.71805
H  -3.00815  -1.16948  -1.24505
O  -1.69415  1.18552  4.51095
H  -1.53015  0.55852  3.77195
H  -2.01415  0.66752  5.27295
O  -1.03215  -3.30848  2.25295
H  -1.01715  -3.56848  1.35295
H  -0.12415  -3.00848  2.37895
O  -2.78515  2.29352  -0.80205
H  -2.00515  1.90752  -0.35905
H  -2.54615  2.58152  -1.67905
O  1.00385  0.27952  -4.54905
H  1.24385  0.59852  -5.37405
H  1.58285  -0.49248  -4.45405
O  0.86485  0.36552  4.87595
H  0.75785  0.04152  5.77595
H  0.00385  0.67452  4.70995
O  0.67985  3.35752  -0.83905
H  1.20885  3.12652  -1.65005
H  0.47385  2.52052  -0.39505
O  1.73685  -2.42948  -4.59205
H  1.50385  -2.35948  -5.51605
H  0.94885  -2.24848  -4.08905
O  1.18385  -2.32248  3.42095
H  1.54885  -1.40648  3.38095
H  1.02785  -2.35648  4.34195
O  1.44585  3.12252  4.22895
H  1.43185  2.20152  4.39695
H  0.86585  3.40952  4.93195
O  -1.48115  0.61352  -2.93105
H  -0.74515  0.73152  -3.54005
H  -1.05215  0.74552  -2.09005
O  -1.85415  3.11352  1.75495
H  -1.84015  2.20352  1.56695
H  -0.95715  3.25052  2.03695
O  -0.57315  -3.48348  -0.41305
H  -1.21515  -4.04348  -0.82705
H  -1.00715  -2.64948  -0.44905
O  2.22285  -2.85748  -0.46405
H  1.30685  -3.10348  -0.49005
H  2.25585  -1.97648  -0.18005
O  -0.78115  -2.00848  -3.70805
H  -1.61615  -2.03748  -4.15505
H  -0.94815  -1.20748  -3.19405

Forces on atoms 1 to 6 (eV/Å):
2.15 0.51 1.24
-0.55 2.22 0.65
-0.51 -1.00 0.33
-0.45 -1.59 -0.87
-1.23 0.20 -0.42
0.59 0.84 -0.42

Calculated values
E_LUMO: 0.0800 hartree
E_HOMO: -5.53 eV
net charge: -1
Kohn-Sham gap: 7.708 eV

Here are the Mulliken charges for atoms 1 to 6, given in e: atom 1 (C): -1.601, atom 2 (C): 0.622, atom 3 (C): -1.146, atom 4 (O): 0.054, atom 5 (H): 0.618, atom 6 (H): -0.143

This record from the Open Molecules 2025 dataset describes a structure of composition C3H5EuLiO3 in a non-equilibrium geometry. The level of theory is the ωB97M-V functional and the def2-TZVPD basis.

Atoms and positions in Å:
O  1.95021  0.31133  0.32305
C  2.01899  -0.92184  -0.22925
C  1.31668  0.38392  1.61382
O  2.36664  -0.96103  -1.40167
O  -0.48981  0.47511  0.16397
C  -0.04836  1.01350  1.38981
H  1.97613  0.93169  2.29610
H  1.09665  -0.61155  2.02698
H  0.04170  2.10433  1.53105
H  -0.70407  0.70570  2.22447
H  1.66932  -1.81055  0.32884
Li  0.56253  1.17293  -1.24336
Eu  -3.03132  0.02926  -0.31868

Forces on atoms 1 to 6 (eV/Å):
0.27 -0.82 0.96
0.43 0.69 -2.97
-0.21 -0.23 0.72
-0.73 -0.35 1.85
-2.04 0.93 -0.73
0.02 -0.35 0.57

Calculated values
E_LUMO (alpha / beta): -0.1312 / -0.1472 hartree
E_HOMO (alpha / beta): -9.38 / -11.52 eV
net charge: +1
<S²>: 12.01
Kohn-Sham gap (alpha / beta): 5.806 / 7.511 eV
2S+1: 7

Here are the Mulliken charges for atoms 1 to 6, given in e: atom 1 (O): -0.378, atom 2 (C): 0.318, atom 3 (C): -0.450, atom 4 (O): -0.492, atom 5 (O): -0.777, atom 6 (C): -0.342

This record from the Open Molecules 2025 dataset describes the ion C5H9N with charge +1 in a non-equilibrium geometry. The level of theory is the ωB97M-V functional and the def2-TZVPD basis.

Atoms and positions in Å:
N  1.39983  -0.25944  -1.14342
C  0.30280  -0.70942  -0.44833
C  -0.42092  0.07582  0.38682
C  -0.22918  1.52379  0.40220
C  -1.12780  2.31029  1.07446
C  0.05858  -2.27373  -0.51693
H  2.36466  -0.47263  -0.88048
H  1.45311  0.86046  -1.26368
H  -1.15657  -0.20981  1.08177
H  0.62185  2.06278  -0.07444
H  -1.01994  3.27108  1.14749
H  -1.87187  1.87914  1.88398
H  -0.46111  -2.72811  0.39904
H  0.88223  -2.93878  -0.81080
H  -0.79567  -2.39145  -1.23768

Forces on atoms 1 to 6 (eV/Å):
-0.53 4.53 0.23
2.83 -4.51 -0.54
0.04 4.52 -0.30
-0.35 -0.38 0.28
-1.09 -6.50 2.21
-1.87 0.65 0.83

Calculated values
E_LUMO (alpha / beta): -0.1652 / -0.2704 hartree
E_HOMO (alpha / beta): -14.05 / -15.35 eV
net charge: +1
<S²>: 0.78
Kohn-Sham gap (alpha / beta): 9.558 / 7.989 eV
2S+1: 2

Here are the Mulliken charges for atoms 1 to 6, given in e: atom 1 (N): -0.398, atom 2 (C): 0.589, atom 3 (C): -0.004, atom 4 (C): 0.062, atom 5 (C): -0.955, atom 6 (C): -1.031

This record from the Open Molecules 2025 dataset describes an isolated molecule of C5H13NO in a non-equilibrium geometry. The level of theory is the ωB97M-V functional and the def2-TZVPD basis.

Atoms and positions in Å:
C  -1.39486  -0.93963  -2.03687
N  -1.30531  0.47301  -1.64853
C  -0.11459  0.91075  -0.95483
C  0.76292  -0.12112  -0.18522
C  0.44147  -0.20552  1.31715
C  0.89229  1.00584  2.14390
O  1.26790  -1.28713  1.82380
H  -1.83151  -0.94093  -3.04710
H  -2.11202  -1.54482  -1.51612
H  -0.40702  -1.35474  -2.14634
H  -2.15898  0.73346  -1.17964
H  -0.29133  1.75391  -0.32890
H  0.60951  1.19641  -1.68540
H  0.62149  -1.11355  -0.57436
H  1.78500  0.22161  -0.14397
H  -0.60758  -0.41940  1.54598
H  0.01378  1.64942  2.22327
H  1.16925  0.68796  3.14006
H  1.76121  1.44325  1.65174
H  0.89840  -2.14877  1.60139

Forces on atoms 1 to 6 (eV/Å):
-0.47 1.27 -1.95
-0.69 -0.58 0.59
1.52 -1.42 -0.22
-1.98 1.04 1.88
0.95 -0.98 0.52
-0.76 -0.49 -0.81

Calculated values
E_LUMO: 0.0322 hartree
E_HOMO: -8.43 eV
SMILES: CNCC[C@H](C)O
Kohn-Sham gap: 9.307 eV

Here are the Mulliken charges for atoms 1 to 6, given in e: atom 1 (C): -0.951, atom 2 (N): -0.284, atom 3 (C): -0.705, atom 4 (C): -0.438, atom 5 (C): 0.155, atom 6 (C): -1.263

We obtain total energy values of -23842.082; -82597.349; -40633.808; -28858.828; -6811.015; -8932.217 eV for the records listed above, in that order.